Molecular formula: C66H175N11O27
Method: DFT, ωB97M-V with the def2-TZVPD basis set

Element x y z (Å)
O -0.09346 2.66964 -5.35396
H 0.10899 3.46327 -4.85858
H 0.58568 2.04620 -5.09641
O 2.08588 -2.40462 -2.72360
H 2.95935 -2.59521 -2.38162
H 1.89637 -3.13175 -3.31655
O 1.64759 0.07907 -4.10248
H 1.71551 -0.36121 -4.94969
H 1.76548 -0.61953 -3.45883
O 3.00536 2.39860 -3.53831
H 2.48165 1.60151 -3.61955
H 2.37635 3.11144 -3.64989
O -0.62711 -0.00291 -1.62259
H -0.21237 0.31076 -0.81896
H 0.08298 -0.03126 -2.26384
C -2.17837 2.02931 3.90829
O -1.71023 2.00177 5.30674
C -0.57363 2.85342 5.47937
C -0.12999 2.92014 6.90468
N 0.65772 1.66251 7.31058
C 2.06568 1.90391 6.88665
C 2.85714 2.76872 7.92325
O 3.78310 3.63458 7.21977
C 4.10751 4.82073 7.98157
H -3.00677 1.33942 3.74733
H -1.48194 1.53963 3.22763
H -2.61924 2.98446 3.62294
H -0.73954 3.89015 5.18653
H 0.26653 2.50818 4.87684
H -1.06489 2.98498 7.46133
H 0.55711 3.76369 6.97117
H 0.37090 0.89804 6.71608
H 2.21384 2.36294 5.90918
H 2.50460 0.91425 6.76003
H 3.40365 2.25548 8.71445
H 2.14043 3.29991 8.54955
H 3.26027 5.40618 8.33866
H 4.64228 5.37659 7.21142
H 4.68365 4.43775 8.82389
C -2.30025 -3.11009 -3.59798
O -3.60948 -2.40898 -3.49212
C -3.49294 -1.07216 -2.87383
C -2.83997 0.14835 -3.60859
N -3.60347 0.36917 -4.83304
C -3.31561 1.62182 -5.63424
C -4.44819 2.04964 -6.56113
O -5.62294 2.30448 -5.68363
C -6.93092 2.47672 -6.25509
H -1.40045 -2.50071 -3.68240
H -2.34116 -3.72690 -4.49573
H -2.30099 -3.81674 -2.76807
H -2.98534 -1.13265 -1.91114
H -4.49848 -0.76554 -2.58581
H -1.76867 0.12138 -3.80786
H -2.96897 1.00450 -2.94642
H -4.44708 0.72072 -4.40311
H -2.28615 1.65261 -5.99111
H -3.30442 2.47722 -4.95876
H -4.59347 1.36385 -7.39580
H -4.13726 2.95684 -7.07922
H -7.05045 3.33540 -6.91576
H -7.67666 2.34593 -5.47096
H -7.05611 1.54205 -6.80173
C 0.07294 4.47855 -2.31295
O 0.90806 4.32433 -3.42585
C 1.44568 5.51748 -3.94634
C 2.20773 5.29725 -5.32328
N 1.38444 4.86262 -6.53337
C 1.58121 5.75373 -7.64715
C 3.02752 5.78168 -8.09695
O 3.16880 6.31781 -9.42198
C 3.28219 5.31633 -10.48876
H -0.13238 3.56215 -1.75963
H -0.91695 4.88723 -2.51595
H 0.45410 5.13185 -1.52808
H 1.91418 6.11008 -3.16058
H 0.60862 6.19684 -4.10734
H 2.93695 4.50456 -5.15602
H 2.63035 6.29056 -5.47431
H 0.40660 4.76517 -6.30006
H 1.23095 6.70724 -7.25188
H 0.99596 5.46846 -8.52133
H 3.59145 4.85323 -8.00711
H 3.57289 6.57097 -7.57956
H 3.41262 5.84223 -11.43454
H 2.29854 4.84911 -10.44137
H 4.18605 4.70725 -10.47688
C -7.16546 -5.21757 4.12630
O -6.88740 -4.76519 2.80724
C -5.64556 -5.19120 2.34027
C -5.57749 -4.86567 0.85351
N -5.81669 -3.39496 0.64456
C -5.63736 -3.02088 -0.70756
C -6.52552 -1.66400 -0.60001
O -7.87600 -2.06379 -0.35027
C -8.56707 -2.45552 -1.61668
H -6.41342 -4.94562 4.86696
H -7.31601 -6.29388 4.04260
H -8.14549 -4.83981 4.41774
H -5.51504 -6.25367 2.54576
H -4.88082 -4.57875 2.81795
H -6.14827 -5.50962 0.18445
H -4.52277 -4.96073 0.59538
H -6.73390 -3.07852 0.92510
H -6.06357 -3.77237 -1.37219
H -4.59961 -2.71924 -0.84969
H -6.45055 -0.97216 -1.43896
H -6.21199 -1.03620 0.23406
H -8.20252 -1.73971 -2.35343
H -9.64492 -2.49027 -1.45819
H -8.22142 -3.43266 -1.95408
C 4.97901 -3.07954 -6.59176
O 4.93678 -1.71371 -6.16433
C 4.05345 -0.93079 -7.02196
C 4.14769 0.45084 -6.41708
N 5.56889 0.93924 -6.65968
C 5.92397 1.08815 -8.09769
C 4.82255 1.67006 -9.02636
O 3.66485 0.86169 -9.35255
C 2.53837 1.58787 -9.96329
H 4.30078 -3.80023 -6.13488
H 5.95003 -3.53461 -6.39649
H 4.88325 -3.10156 -7.67732
H 3.08062 -1.42148 -6.99149
H 4.40795 -1.06020 -8.04454
H 3.92477 0.42655 -5.35039
H 3.50481 1.15839 -6.94071
H 6.19004 0.32969 -6.14715
H 5.97950 0.07856 -8.50481
H 6.87378 1.61797 -8.17016
H 5.27751 2.00122 -9.95987
H 4.44221 2.58135 -8.56484
H 2.21694 2.45946 -9.39312
H 1.74301 0.93764 -10.32759
H 2.95151 1.97711 -10.89384
C -1.17671 6.32577 6.26045
O -0.00857 6.63112 5.42158
C 1.10610 7.12141 6.09467
C 2.06423 7.68113 5.05224
N 2.47204 6.77082 3.99894
C 3.13092 5.52948 4.57948
C 3.48318 4.50355 3.48308
O 2.30038 3.73883 3.41206
C 2.48478 2.47141 2.82936
H -2.15665 6.00206 5.90966
H -1.34597 7.19927 6.89010
H -0.69346 5.56498 6.87345
H 1.45715 6.27148 6.67988
H 0.83369 7.83726 6.87020
H 2.95814 7.92779 5.62513
H 1.72703 8.68890 4.80978
H 1.60432 6.37931 3.66147
H 2.47881 5.06804 5.32104
H 4.02213 5.76869 5.15967
H 4.31097 3.88877 3.83651
H 3.67619 5.00436 2.53438
H 3.15220 1.81174 3.38386
H 2.79511 2.55221 1.78760
H 1.47906 2.05518 2.88760
C 0.57660 -3.05606 -6.37911
O 1.17378 -3.40884 -5.14170
C 0.70646 -4.76046 -4.77822
C 1.05134 -5.24312 -3.36389
N 2.49788 -5.44142 -3.07005
C 2.74529 -6.02022 -1.70189
C 2.15540 -5.27138 -0.48874
O 2.79755 -5.51992 0.72645
C 2.21306 -4.96800 1.87082
H -0.48601 -2.84051 -6.26724
H 0.50310 -3.89629 -7.06956
H 1.07286 -2.19454 -6.82589
H 1.07551 -5.56712 -5.41162
H -0.36057 -4.70906 -4.99482
H 0.41598 -6.12204 -3.25476
H 0.77691 -4.48430 -2.63110
H 2.81968 -6.11394 -3.75141
H 3.76988 -6.06264 -1.33238
H 2.54981 -7.09038 -1.63364
H 1.13646 -5.65586 -0.44386
H 2.04117 -4.19390 -0.60742
H 1.16085 -5.25222 1.85808
H 2.33486 -3.90389 1.66841
H 2.63700 -5.45903 2.74674
C -0.62610 -1.23214 4.86893
O 0.00341 -0.89695 6.17362
C 0.22852 -2.03807 7.06601
C 0.52458 -1.50731 8.50752
N 1.76432 -0.78012 8.57583
C 2.30557 -0.50033 9.81876
C 1.41856 0.06472 10.92836
O 1.98530 0.05570 12.25815
C 1.11331 -0.15789 13.33730
H -0.36695 -0.57963 4.03517
H -1.69739 -1.21460 5.06928
H -0.45819 -2.24800 4.51126
H 1.07780 -2.68707 6.85243
H -0.69629 -2.61436 7.09250
H 0.49488 -2.18677 9.35932
H -0.31154 -0.89966 8.85360
H 1.40177 0.11918 8.29313
H 2.93551 0.32029 9.47545
H 2.77704 -1.41541 10.17715
H 0.53443 -0.57098 10.88037
H 1.16385 1.12207 10.85601
H 0.45739 -1.02654 13.27984
H 0.49687 0.73758 13.41644
H 1.55207 -0.19860 14.33426
C -3.43144 6.14767 -5.87155
O -3.16356 5.85692 -4.48830
C -4.33499 6.16704 -3.72350
C -4.14300 5.45299 -2.30750
N -3.96234 4.01886 -2.53408
C -3.64385 3.24333 -1.27925
C -4.99016 2.97022 -0.45773
O -4.51116 2.11308 0.52228
C -5.39244 1.98304 1.58404
H -2.54329 5.90572 -6.45530
H -3.57787 7.21071 -6.06284
H -4.20732 5.51261 -6.29909
H -5.31324 5.96200 -4.15832
H -4.30545 7.25588 -3.68247
H -5.02572 5.68945 -1.71336
H -3.27381 5.83637 -1.77306
H -3.23473 3.83162 -3.20910
H -2.99610 3.75966 -0.57080
H -3.14263 2.33483 -1.61318
H -5.78056 2.53455 -1.06892
H -5.27945 3.97075 -0.13625
H -6.33599 1.49667 1.33653
H -5.60132 2.85569 2.20288
H -5.08400 1.21991 2.29861
C 1.74013 -1.27060 1.20886
O 2.93919 -1.48449 1.89857
C 4.17541 -1.61244 1.06115
C 5.48505 -1.50681 1.83407
N 6.59589 -1.51662 0.88215
C 7.81651 -1.05179 1.62516
C 8.17748 -2.07107 2.71764
O 7.21824 -2.03879 3.82751
C 7.54763 -0.99753 4.81694
H 0.85502 -1.47227 1.81220
H 1.73150 -1.82474 0.27027
H 1.69271 -0.26588 0.78889
H 4.18802 -0.75015 0.39454
H 4.01497 -2.57545 0.57644
H 5.63619 -2.44851 2.36176
H 5.51739 -0.72657 2.59453
H 6.44014 -0.92834 0.07606
H 7.76098 -0.04472 2.03849
H 8.56156 -1.16861 0.83816
H 9.19701 -1.74432 2.92228
H 8.21017 -3.06428 2.26978
H 6.82254 -1.16023 5.61436
H 7.43551 0.00383 4.40123
H 8.60438 -1.01299 5.08362
C -4.75814 -11.87270 2.13826
O -5.26397 -10.54957 1.83070
C -4.23540 -9.63430 1.42575
C -3.73091 -8.90789 2.69633
N -2.82213 -7.82974 2.46191
C -2.67569 -6.99277 3.65580
C -1.66045 -5.90552 3.19601
O -2.17662 -5.09078 2.28772
C -1.35817 -4.15591 1.57920
H -4.11402 -11.81980 3.01600
H -4.30487 -12.41147 1.30618
H -5.55594 -12.45306 2.60171
H -4.69747 -8.96416 0.70083
H -3.38375 -10.08541 0.91654
H -3.26154 -9.59449 3.40087
H -4.53369 -8.47572 3.29372
H -3.27716 -7.19065 1.82582
H -2.27247 -7.51511 4.52337
H -3.58950 -6.46141 3.92172
H -0.68335 -6.25806 2.86572
H -1.49908 -5.30152 4.08889
H -0.68876 -4.71894 0.92882
H -0.76538 -3.51212 2.22899
H -2.04998 -3.52466 1.02150

Total energy ... -142928.246 eV
Orbital gap ... 8.70 eV
HOMO level ... -8.252 eV